[1]
Computed, not measured: a molecular structure, C16H31CaF3O3P2S in a non-equilibrium geometry, with wB97M-V/def2-TZVPD.

Structure (ORCA input):
```
! RIJCOSX wB97M-V def2-TZVPD def2/J DEFGRID3
* xyz 0 1
P 0.599 -0.253 -4.995
P 1.158 2.721 -3.478
C 0.551 1.438 -5.846
C 1.737 2.149 -5.196
H -0.439 1.862 -5.557
H 0.606 1.420 -6.955
H 2.588 1.431 -5.036
H 2.103 3.027 -5.770
C -0.633 3.142 -3.482
H -0.872 3.660 -2.540
H -1.256 2.240 -3.539
H -0.882 3.780 -4.330
C 2.143 4.266 -3.744
H 1.600 4.869 -4.477
H 3.103 3.972 -4.199
H 2.305 4.788 -2.793
C -0.638 -0.837 -6.368
H -0.768 -1.929 -6.366
H -0.255 -0.586 -7.375
H -1.622 -0.378 -6.247
C 1.833 -1.087 -6.128
H 2.819 -1.239 -5.701
H 1.936 -0.524 -7.060
H 1.463 -2.074 -6.417
Ca 2.116 1.280 -1.805
C -2.355 -0.847 -2.810
C -2.947 -1.161 -3.962
C -3.314 -2.490 -4.568
C -2.366 -3.641 -4.091
C -0.948 -3.544 -4.431
C 0.007 -2.900 -3.742
C -0.130 -2.215 -2.355
C -1.504 -1.676 -1.850
C 1.670 -0.617 -0.066
H -2.151 0.234 -2.553
H -3.180 -0.321 -4.642
H -3.271 -2.357 -5.674
H -4.351 -2.881 -4.368
H -2.515 -3.699 -3.010
H -2.689 -4.557 -4.586
H -0.581 -4.207 -5.207
H 1.024 -2.763 -4.188
H 0.605 -1.383 -2.265
H 0.220 -2.961 -1.602
H -2.087 -2.482 -1.402
H -1.206 -1.028 -1.002
H 2.361 -0.080 0.617
H 2.065 -1.625 -0.278
H 0.697 -0.742 0.447
F -0.412 3.380 1.988
C 0.749 2.675 2.011
F 1.559 3.136 2.993
F 0.455 1.368 2.243
S 1.519 3.051 0.347
O 1.507 4.474 0.139
O 2.847 2.396 0.197
O 0.557 2.269 -0.499
*
```

Summary:
**M**: 462.51 u
**Relative energy (zero: lowest compared OMol25 entry of this formula, charge and spin)**: 113.1 kJ/mol
**Kohn-Sham gap**: 5.96 eV
**Electronic energy**: -2911.9312 Ha
**E_HOMO**: -6.48 eV

=====

[2]
Computed, not measured: 7 unconnected molecules or ions with the total composition C16H31Cl12N4O3 in a non-equilibrium geometry, with wB97M-V/def2-TZVPD.

Structure (ORCA input):
```
! RIJCOSX wB97M-V def2-TZVPD def2/J DEFGRID3
* xyz 1 1
O -0.722 3.475 -0.627
C -1.475 3.202 -1.698
O -0.906 3.373 -3.047
C -3.019 2.620 -1.426
N -3.124 1.380 -2.337
C -2.332 0.286 -2.083
N -2.294 -0.982 -2.913
C -1.262 -1.953 -2.349
N -0.708 -1.246 -1.113
O 0.248 -1.632 -0.240
N -1.313 -0.004 -0.998
H -1.280 2.702 -3.702
H -3.179 2.352 -0.284
H -3.850 3.418 -1.734
H -3.774 1.458 -3.152
H -0.933 -3.011 -2.737
H 1.032 -0.999 -0.285
H -1.078 0.663 -0.231
Cl 3.610 5.448 -1.105
C 2.740 4.732 -2.485
C 2.200 3.347 -2.167
Cl 3.500 2.144 -1.980
H 3.421 4.713 -3.342
H 1.914 5.408 -2.723
H 1.563 3.000 -2.987
H 1.603 3.348 -1.250
Cl -1.914 -4.311 4.156
C -1.054 -4.835 2.687
C -1.084 -3.777 1.595
Cl -2.717 -3.555 0.919
H -1.500 -5.776 2.349
H -0.019 -5.036 2.981
H -0.437 -4.080 0.766
H -0.734 -2.808 1.963
Cl 3.348 -0.021 0.924
C 4.499 1.317 1.165
C 5.570 0.976 2.189
Cl 4.909 0.853 3.838
H 3.931 2.205 1.457
H 4.963 1.513 0.194
H 6.329 1.764 2.210
H 6.069 0.030 1.952
Cl -3.832 2.471 2.491
C -5.533 2.796 2.074
C -6.228 1.570 1.500
Cl -5.604 1.137 -0.111
H -5.556 3.637 1.374
H -6.032 3.107 2.997
H -7.297 1.771 1.383
H -6.115 0.700 2.154
Cl 3.013 -3.518 -4.080
C 2.059 -3.391 -5.579
C 1.391 -2.031 -5.721
Cl 0.096 -1.790 -4.523
H 1.325 -4.202 -5.584
H 2.751 -3.553 -6.410
H 0.929 -1.946 -6.709
H 2.112 -1.215 -5.611
Cl 3.415 -1.833 6.759
C 1.714 -1.508 6.342
C 1.020 -2.733 5.768
Cl 1.643 -3.167 4.157
H 1.691 -0.667 5.642
H 1.216 -1.196 7.264
H -0.049 -2.533 5.650
H 1.133 -3.604 6.421
*
```

Summary:
**M**: 752.88 u
**Kohn-Sham gap**: 8.56 eV
**Electronic energy**: -6594.8418 Ha
**E_HOMO**: -12.19 eV

=====

[3]
Computed, not measured: a molecular structure, C16H31CuNOP2 in a non-equilibrium geometry, with wB97M-V/def2-TZVPD.

Structure (ORCA input):
```
! RIJCOSX wB97M-V def2-TZVPD def2/J DEFGRID3
* xyz 0 2
P -1.138 0.190 -2.763
P 0.247 -2.838 0.278
C -0.804 -1.633 -2.447
C -0.766 -2.642 -1.139
H -0.530 -2.202 -3.317
H -1.820 -1.981 -2.789
H -1.749 -2.410 -0.732
H -0.911 -3.701 -1.453
C 1.828 -3.842 0.162
H 2.491 -3.888 1.056
H 2.438 -3.432 -0.666
H 1.560 -4.892 -0.102
C -0.780 -3.311 1.787
H -0.857 -4.412 1.808
H -1.790 -2.896 1.603
H -0.429 -2.971 2.782
C -0.374 0.636 -4.399
H -0.481 1.718 -4.617
H -0.842 0.046 -5.209
H 0.704 0.392 -4.318
C -3.019 0.143 -2.883
H -3.341 -0.360 -1.941
H -3.308 -0.457 -3.773
H -3.445 1.169 -2.941
Cu 1.198 -2.524 -2.522
C -1.233 -5.448 -2.576
C 0.069 -5.282 -2.856
C 0.555 -5.577 -4.221
C -0.124 -4.795 -5.373
C -0.795 -3.518 -4.986
C -2.085 -3.437 -4.615
C -2.939 -4.585 -4.370
C -2.314 -5.762 -3.534
C -0.752 1.547 -1.613
H -1.712 -5.363 -1.604
H 0.745 -5.293 -2.008
H 0.523 -6.665 -4.401
H 1.614 -5.362 -4.210
H 0.625 -4.643 -6.175
H -0.884 -5.467 -5.764
H -0.114 -2.705 -5.231
H -2.575 -2.481 -4.764
H -3.418 -4.931 -5.309
H -3.789 -4.221 -3.810
H -3.159 -6.277 -3.044
H -1.973 -6.472 -4.270
H -1.356 1.409 -0.712
H -0.968 2.532 -2.015
H 0.311 1.518 -1.341
O 0.587 0.071 2.431
C 0.700 -0.466 1.404
N 0.849 -1.191 0.415
*
```

Summary:
**M**: 378.92 u
**Relative energy (zero: lowest compared OMol25 entry of this formula, charge and spin)**: 732.0 kJ/mol
**Kohn-Sham gap (alpha / beta)**: 2.86 / 3.73 eV
**Electronic energy**: -3080.9827 Ha
**E_HOMO (alpha / beta)**: -2.61 / -3.76 eV

=====

> M of number 1 (C16H31CaF3O3P2S)?

462.51 u